The following is a DFT calculation (ωB97M-V with the def2-TZVPD basis set) of the ion CH5N2S2 with charge +1 at a distorted geometry.

```
10
Properties=species:S:1:pos:R:3:forces:R:3:mulliken_charge:R:1
S -0.10526 0.03259 1.63335 0.1190 -0.3463 0.6683 0.00
S -0.88373 -1.86364 1.46772 1.1917 -1.1229 0.6864 -0.22
N -0.39440 -0.40370 -1.16412 1.3396 3.4240 3.6890 -0.50
N 0.52356 1.74661 -0.27372 -0.6119 -1.1828 0.6248 -0.32
C 0.11374 0.55124 0.03448 -2.0215 -4.9438 -5.1527 0.69
H 0.23581 -2.68672 1.87434 -1.2936 1.4629 -0.5930 0.28
H 0.26280 2.07811 -1.19469 0.3901 0.6416 0.2069 0.29
H 0.14654 -0.34709 -2.00548 0.5069 0.5992 -0.3176 0.29
H 0.63910 2.27336 0.57816 0.3323 1.3181 -0.5562 0.25
H -0.53815 -1.38076 -0.95004 0.0474 0.1501 0.7442 0.25
```
Forces are in eV/Å.

- Calculated total energy: -25761.093 eV
- HOMO energy: -14.73 eV
- Net charge: +1
- Energy above the lowest of the compared OMol25 structures with the same formula, charge and spin: 30.12 kcal per mole
- Molar mass: 109.199 g mol⁻¹
- HOMO-LUMO gap: 0.371 hartree
- Multiplicity: 1
- Maximum force: 7.42 eV/Å

The following is a DFT calculation (ωB97M-V with the def2-TZVPD basis set) of a cluster of 2 separate species, C16H27BrN3O5P2S in total at a distorted geometry.

```
55
Properties=species:S:1:pos:R:3:forces:R:3:mulliken_charge:R:1
Br 4.89342 -1.06644 1.71843 -2.3372 1.7060 -0.1260 -0.12
S 3.57198 0.49399 4.65829 -0.7263 0.6301 -1.1756 -0.17
P -1.31099 1.96629 4.99875 -4.2286 -1.3311 3.9082 0.89
P 0.68419 2.79527 4.53642 1.6539 -0.8369 -0.2999 -0.06
O -1.37808 0.28181 4.45850 -1.2311 3.5788 -0.9450 -0.49
O 2.91879 -0.15575 -0.99643 -1.6921 -0.1374 2.8799 -0.39
O 0.25735 -2.11387 0.03388 -0.7282 -0.1177 -1.9072 -0.27
O -2.59559 2.83081 4.13066 2.9700 -0.6152 0.7777 -0.54
O -1.61703 1.95543 6.57190 1.6290 0.3803 -6.2711 -0.60
N -0.67247 3.08152 1.60143 1.4976 -3.0394 -6.7441 -0.20
N 3.97180 -4.58997 -2.10665 0.0501 -0.1215 -0.0362 -0.49
N 0.45201 1.58447 -1.16557 -2.9295 3.1888 4.6944 -0.35
C -2.60552 0.31435 -1.84268 -0.6877 0.3210 -0.4956 -0.66
C 1.09320 1.43974 0.18512 -0.2256 0.0729 0.2276 0.48
C 3.25000 0.13995 1.68360 -4.2058 2.8795 -1.6356 -0.25
C -2.16499 -2.42920 0.98913 -0.0291 -0.1264 -0.2302 -0.89
C 0.52073 2.17249 1.51876 1.5628 -1.0231 0.5508 0.17
C -1.04280 -2.77241 -0.19727 -2.0489 -0.5446 0.3574 -0.33
C 2.66293 0.87451 3.03928 -1.5428 1.6564 -2.8026 -0.01
C -1.84087 1.08995 -3.11145 -0.5120 -0.2501 1.1009 0.50
C 1.33948 1.88764 2.94364 1.2531 -1.5831 -2.8038 0.12
C 0.89666 -1.81264 -1.25878 -0.0199 -1.1758 -0.5077 0.13
C 2.43780 0.45864 0.27182 0.3563 -0.0246 2.4627 0.22
C -1.29980 3.17188 0.23816 1.9545 -1.0530 1.0670 -0.56
C 2.51201 -1.56594 -1.09823 -0.7916 -0.3515 -0.1272 -0.24
C -2.68211 1.02351 -4.51693 0.5591 -1.2271 0.1898 -1.26
C -1.59553 2.64964 -2.55936 1.5723 -1.2240 -0.1299 -0.74
C -0.76922 2.45911 -1.12513 2.0017 -0.6662 1.7602 0.39
H -2.09275 0.21910 3.73935 1.4726 0.2031 1.3788 0.31
H -0.94107 -3.96178 -0.20414 0.1302 2.5128 -0.1173 0.26
H 3.01111 -1.98456 -2.09853 -0.8916 1.1922 2.0476 -0.01
H 4.59500 1.43664 4.84606 -1.1811 -0.4925 -0.8964 0.20
H -2.28879 3.83346 0.14903 2.4814 -1.5868 0.3317 0.26
H 3.37657 -4.23421 -2.86379 0.0792 -0.0226 0.1514 0.37
H -3.83069 1.26201 -4.41554 2.4540 -0.1121 -0.1359 0.30
H -2.57533 -1.31593 0.89583 1.1599 -2.3687 0.3272 0.17
H -0.80509 0.51621 -3.24902 -2.1210 1.6618 0.1434 0.11
H 3.40762 -4.71533 -1.25794 0.0557 0.0928 -0.0863 0.36
H 2.90217 -2.14507 -0.15816 -0.7667 0.9019 -1.6731 0.13
H -3.31522 1.10379 -1.29747 1.5019 -1.7906 -1.1038 0.27
H -2.12423 1.65646 -5.32908 -1.3511 -1.0205 1.5462 0.33
H -0.89578 3.19216 -3.35295 -1.4376 -0.9576 1.9162 0.32
H 0.77487 -2.79740 -1.92151 0.3603 1.8255 1.1052 0.33
H -1.72548 -2.66261 2.05206 -0.7647 0.7169 -2.0986 0.30
H -3.29880 -0.55234 -2.24402 1.4689 1.6522 0.8250 0.36
H 0.47946 4.21890 4.23603 -0.3435 -1.3258 -0.4316 0.12
H 0.32371 -0.96824 -1.83607 1.3539 -1.2882 1.2006 -0.04
H 4.37694 -5.49151 -2.38450 -0.0601 0.1301 0.0474 0.39
H -3.11588 -3.13322 0.87046 2.1652 1.3910 -0.0049 0.33
H 4.72604 -3.91876 -1.92013 -0.1359 -0.0280 0.0163 0.39
H -2.62687 -0.11072 -4.88511 -0.1376 2.4357 0.7592 0.33
H -1.84602 -0.11446 -1.05590 -1.4794 0.9227 -1.6006 -0.09
H -1.54688 -2.43559 -1.21966 1.3142 -0.6498 2.0101 0.29
H -2.59499 3.24725 -2.44492 1.9469 -1.2808 0.0062 0.32
H -2.23694 3.69098 3.75034 -0.3981 -1.6800 0.5971 0.34
```
Forces are in eV/Å.

- Calculated total energy: -131171.071 eV
- HOMO energy: -10.78 eV
- Net charge: +1
- Molar mass: 515.327 g mol⁻¹
- HOMO-LUMO gap: 0.233 hartree
- Multiplicity: 1
- Maximum force: 7.55 eV/Å

The following is a DFT calculation (ωB97M-V with the def2-TZVPD basis set) of a structure of composition C43H41Cl6EuFN5 at a distorted geometry.

```
97
Properties=species:S:1:pos:R:3:forces:R:3:mulliken_charge:R:1
Eu -0.24790 0.33116 -0.17832 -0.5348 0.4035 0.5224 0.13
Cl 0.46792 2.02403 -2.54194 0.2854 -0.4908 -0.4402 -0.33
Cl 1.28623 -1.43431 -1.12065 0.3322 -0.3734 -0.4167 -0.49
Cl 0.38165 7.28774 -1.46086 -0.0072 0.0345 -0.0362 -0.21
Cl -0.62253 6.64717 1.41509 -0.0021 0.0713 0.0106 -0.21
Cl 0.84722 4.94423 -3.47264 0.0535 0.0066 -0.1606 -0.20
Cl -1.12217 3.77154 2.27108 -0.1963 0.1621 0.3485 -0.24
F -1.55239 -1.75700 -0.06976 -0.6999 -0.0660 -0.4147 0.81
N -1.69553 0.32688 2.06493 0.1335 0.0867 -0.1319 1.74
N 0.92160 -0.08226 2.75680 0.0974 0.2445 0.0163 1.42
N 2.30710 -2.59647 1.87781 -0.1637 -0.1058 0.2197 -0.16
N -2.34455 0.32458 -1.66342 0.8448 0.1654 0.6776 2.17
N 2.36262 0.89330 0.48359 -0.2634 -0.0047 0.1429 0.91
C 3.01228 0.78926 1.64113 0.0022 0.1034 0.0744 0.24
C 1.06753 -3.05966 1.85631 -0.2023 -0.2707 -0.0093 0.30
C 4.35424 1.15551 1.77980 -0.1029 0.0695 -0.1633 -1.23
C -2.29632 -0.35005 -5.71407 0.1942 0.1481 -0.0136 -1.58
C -1.38998 0.25532 -4.62784 -0.0561 -0.2511 -0.0128 0.57
C -3.86369 0.19818 3.06304 0.1049 0.0275 0.0186 -0.89
C 5.05869 1.60077 0.68071 -0.2233 -0.0854 0.0218 -0.45
C 0.37037 4.61188 -1.85666 0.0320 0.1002 0.0101 -0.51
C -2.97394 -0.85837 -1.79103 -0.3131 -0.6262 0.1968 -0.70
C -1.23698 0.91523 3.17377 -0.0368 0.0017 0.2715 -0.22
C 3.06660 1.28024 -0.58165 0.3266 0.1820 -0.3612 -0.09
C -4.04103 -1.13388 -2.68875 0.3141 0.2091 0.2672 -0.60
C -2.07035 1.22620 4.24295 0.0171 -0.0356 -0.1853 -0.54
C -3.40565 0.87017 4.18548 0.0651 -0.0203 -0.1679 -0.86
C 0.05009 -2.42952 2.77085 0.0927 0.0605 0.1469 0.05
C -3.74718 3.47763 -3.06808 -0.0388 0.0581 -0.1375 -1.02
C -2.70886 1.33607 -2.59834 -0.0068 0.2596 -0.3033 -0.16
C -3.12602 3.54874 -4.29643 0.0985 -0.0088 0.0172 -1.46
C 0.54494 -1.24000 3.58939 -0.2393 -0.5169 -0.1318 -1.51
C 2.36788 0.09470 2.79958 0.1862 -0.1016 0.1568 -1.38
C -4.38818 2.45062 -0.94476 0.1277 -0.2169 0.2794 -0.04
C -2.97791 -0.03082 2.02565 -0.2981 -0.0700 -0.0317 -0.37
C -3.57874 2.38762 -2.22697 -0.1061 0.0606 0.0523 0.41
C -2.62023 -1.96395 -0.99013 -0.0101 0.3055 -0.0819 0.82
C 0.25197 1.11823 3.25724 0.1043 0.0036 -0.1685 -1.27
C -4.25182 -3.41434 -1.92608 -0.0284 0.0900 -0.0786 -0.79
C 0.69438 -4.11644 1.02977 0.2149 -0.0054 -0.0295 -0.52
C -0.77164 -0.89723 -3.84079 0.1366 0.3398 -0.0082 -0.92
C 1.63872 -4.67383 0.18874 0.0123 0.1302 0.0816 -0.49
C -5.22951 1.20742 -0.67071 0.0206 0.1482 -0.0665 -1.48
C -3.48759 2.78804 0.23665 -0.1322 -0.0384 -0.2042 -0.89
C -3.21380 -3.19991 -1.03257 0.2356 0.0854 0.1474 -1.25
C -2.17208 1.35002 -3.90574 -0.0474 0.0527 0.1102 0.33
C -4.64608 -2.36509 -2.75094 -0.0508 -0.2877 0.0786 -1.26
C 0.20825 3.30695 -1.40965 -0.2854 0.2300 0.9760 1.08
C -2.36999 2.47413 -4.70413 -0.0799 0.0579 -0.0386 -0.89
C -0.45811 4.02978 0.69116 0.1409 -0.3411 -0.2587 0.67
C -0.18925 2.92010 -0.12039 0.1163 0.8493 -0.4528 -0.40
C 4.39895 1.64108 -0.53956 -0.0666 -0.0103 0.1391 -1.27
C 3.20092 -3.11145 1.05149 0.2738 -0.2622 -0.2009 -0.28
C -0.29199 5.36210 0.31757 0.0526 -0.0059 -0.0768 -0.47
C 0.14356 5.65992 -0.96885 -0.0136 -0.1592 -0.0600 0.64
C 2.92320 -4.14936 0.18291 -0.0583 -0.0126 0.0986 -0.71
H -5.44613 -2.51931 -3.46077 -0.0918 -0.0044 -0.0443 0.45
H -0.80561 -2.11252 2.16937 -0.0296 -0.0924 0.0874 -0.52
H -4.88372 -0.13774 2.98664 -0.1420 -0.0196 -0.0690 0.57
H -4.38994 4.28752 -2.75463 -0.0870 0.0761 0.0857 0.41
H -3.11665 -0.89301 -5.25051 -0.0903 -0.0572 0.0171 0.33
H 3.68317 -4.53514 -0.47577 0.1038 -0.0296 -0.0827 0.42
H -2.85423 -3.98376 -0.38382 0.0420 -0.0775 0.1007 0.45
H -2.66398 2.07174 0.28478 -0.1324 0.1816 0.1139 -0.29
H -4.60566 0.35518 -0.42949 -0.0099 -0.1244 0.0396 0.01
H -0.31639 -4.49099 1.05619 -0.1697 -0.0175 -0.0327 0.40
H -0.20978 -0.55944 -2.97028 -0.0687 -0.1925 -0.2989 -0.37
H 4.90587 1.94469 -1.43859 0.0314 0.0434 -0.1777 0.49
H -1.67212 1.74296 5.10308 0.1005 -0.0274 0.0748 0.55
H -1.52468 -1.60929 -3.51684 0.0244 -0.0845 0.0358 0.19
H -0.56490 0.77473 -5.13593 -0.1071 -0.0435 0.0437 0.66
H -4.04289 2.76919 1.17221 -0.0341 -0.0179 0.1746 0.51
H -0.27566 -0.95063 4.25618 0.2163 -0.0802 -0.0143 0.51
H -0.07887 -1.42676 -4.49425 0.0823 -0.0590 -0.0219 0.52
H 1.37776 -5.48982 -0.46765 -0.0431 -0.0797 -0.0609 0.41
H 0.53270 1.33870 4.30423 -0.0422 -0.0127 -0.1935 0.30
H 1.38435 -1.55539 4.21921 -0.0511 0.1115 -0.0179 0.51
H -1.72656 -1.05082 -6.32139 0.0436 -0.1050 -0.0825 0.45
H -5.90400 1.39382 0.16503 -0.0581 0.0187 0.0812 0.52
H -2.71147 0.41410 -6.36853 -0.0406 0.0163 -0.0360 0.41
H 4.18604 -2.66256 1.10305 0.1106 -0.0580 -0.1059 0.40
H -3.24049 4.41738 -4.92618 -0.0190 0.0910 -0.0839 0.42
H 2.68496 0.56608 3.74336 -0.0228 0.0032 -0.0412 0.38
H -0.30393 -3.19302 3.47086 -0.1083 -0.0079 -0.0421 0.68
H -4.07250 1.09915 5.00412 -0.0328 -0.0010 0.0534 0.44
H 2.54847 1.27183 -1.53072 0.0690 0.0576 0.1170 0.38
H 2.77701 -0.92629 2.75077 -0.0259 0.4638 0.2050 0.77
H 0.55996 1.96718 2.64323 0.0288 -0.0451 0.0453 0.39
H -4.74152 -4.37133 -1.97645 -0.0259 -0.1609 -0.0023 0.41
H -5.09644 3.27853 -1.06619 0.1109 -0.0497 -0.0394 0.70
H -3.07154 3.78326 0.10153 0.1320 0.0648 0.0551 0.52
H -3.30952 -0.53154 1.12497 -0.0278 0.0365 -0.0399 -0.04
H 4.83164 1.06955 2.74292 0.0204 -0.0329 0.1495 0.50
H -1.90498 2.50231 -5.67937 0.0812 -0.0376 -0.1255 0.55
H -5.82745 0.95437 -1.54290 -0.1019 -0.1053 -0.0500 0.37
H 6.09776 1.88565 0.76499 0.0448 0.0190 0.0075 0.43
H -4.37466 -0.33110 -3.32800 -0.0322 0.0594 -0.0638 0.83
```
Forces are in eV/Å.

- Calculated total energy: -149890.713 eV
- HOMO energy (spin up / spin down): -7.03 / -7.05 eV
- Net charge: 0
- Molar mass: 1011.516 g mol⁻¹
- HOMO-LUMO gap (spin up / spin down): 0.222 / 0.260 hartree
- Multiplicity: 7
- Maximum force: 1.10 eV/Å

The following is a DFT calculation (ωB97M-V with the def2-TZVPD basis set) of a cluster of 2 separate species, C2HIN2O2 in total at a distorted geometry.

```
8
Properties=species:S:1:pos:R:3:forces:R:3:mulliken_charge:R:1
I -2.57561 -0.61812 -0.82169 0.3786 -0.0850 0.4464 0.29
O 1.39863 0.46786 -1.69433 -2.7876 0.0155 -0.3251 -0.28
O -1.57312 1.92547 1.05181 -4.8890 1.0039 0.1821 -0.50
N 0.21025 0.40880 -1.60130 3.3814 -0.0796 0.6299 0.37
N 0.64567 1.46290 0.80456 8.0312 -2.2647 -1.6505 -0.54
C -0.93883 0.07535 -1.92357 -1.5823 0.5679 -0.0359 -0.29
C -0.45804 1.68965 0.86831 -3.6620 0.8674 0.8313 0.54
H -1.41640 0.36721 -2.86939 1.1296 -0.0255 -0.0783 0.42
```
Forces are in eV/Å.

- Calculated total energy: -17258.950 eV
- HOMO energy (spin up / spin down): -8.79 / -8.78 eV
- Net charge: 0
- Energy above the lowest of the compared OMol25 structures with the same formula, charge and spin: 105.61 kcal per mole
- Molar mass: 211.946 g mol⁻¹
- HOMO-LUMO gap (spin up / spin down): 0.190 / 0.190 hartree
- Multiplicity: 1
- Maximum force: 8.51 eV/Å

The following is a DFT calculation (ωB97M-V with the def2-TZVPD basis set) of the ion C4H9N2 with charge +1 at a distorted geometry.

```
15
Properties=species:S:1:pos:R:3:forces:R:3:mulliken_charge:R:1
N -1.01694 -0.03766 -0.18944 1.1351 1.4451 -0.8204 0.19
N 1.34822 0.32348 -0.13895 -3.4135 0.5887 0.0187 -0.31
C -1.06338 0.95619 -0.98350 -1.4561 0.3986 1.0794 -0.24
C 0.40850 -0.47466 0.00960 1.1962 -2.5537 1.0806 -0.06
C -2.16237 -0.58672 0.46962 -1.7447 -2.4925 -1.2754 -0.88
C 2.69846 0.24805 0.20735 2.3596 -1.0736 -1.7861 -0.72
H 3.04844 -0.83229 0.15115 0.1431 1.3359 -0.1025 0.28
H 0.44650 -1.60078 0.25103 -0.0314 1.7049 -0.0975 0.35
H -1.95243 1.48583 -1.28657 -0.3935 -0.3329 0.0472 0.31
H 3.33054 0.99946 -0.44287 -1.1938 -1.7326 1.3971 0.26
H -2.95393 0.08037 0.67663 -0.1582 1.6217 0.3823 0.37
H 2.73217 0.52312 1.23612 0.3624 0.5014 0.8038 0.34
H -2.03021 -1.20521 1.32725 1.0818 -0.0729 0.7313 0.37
H -2.71578 -1.26604 -0.20527 0.6416 -0.0171 -0.1632 0.39
H -0.11779 1.38686 -1.08215 1.4714 0.6789 -1.2952 0.37
```
Forces are in eV/Å.

- Calculated total energy: -7264.919 eV
- HOMO energy: -14.53 eV
- Net charge: +1
- Energy above the lowest of the compared OMol25 structures with the same formula, charge and spin: 74.31 kcal per mole
- Molar mass: 85.130 g mol⁻¹
- HOMO-LUMO gap: 0.339 hartree
- Multiplicity: 1
- Maximum force: 3.46 eV/Å

The following is a DFT calculation (ωB97M-V with the def2-TZVPD basis set) of a structure of composition C3H4HgLiO5 at a distorted geometry.

```
14
Properties=species:S:1:pos:R:3:forces:R:3:mulliken_charge:R:1
Hg -1.79647 -1.96546 -2.44401 0.0028 -0.3685 -1.0761 0.21
O -1.63179 -1.73863 -0.07300 -1.4590 -0.0811 -0.3415 -0.83
O 2.41672 2.36754 -0.69637 -2.4844 -1.5797 0.0127 -0.46
O -0.14632 -3.30423 -1.02892 -2.1483 -0.0458 -1.0456 -0.48
O -0.71443 1.31106 0.51971 -0.7975 -1.8913 0.1016 -0.65
O 0.26283 -2.30275 0.76585 1.2185 -0.6173 1.6267 -0.63
C 1.39900 1.67731 -0.57865 2.7196 1.6143 1.0589 0.06
C -0.59554 -2.53227 -0.09562 2.0732 2.8997 1.5652 0.84
C 0.65710 1.60707 0.76117 0.5261 0.2573 -0.4989 -0.22
Li -2.01388 0.15335 1.31867 -0.2616 -0.8956 -0.0799 0.90
H 0.74441 2.55885 1.28317 -0.1083 -0.0525 -0.0786 0.28
H 1.03332 1.01050 -1.35996 -0.1526 -0.0664 -0.4467 0.32
H 1.08425 0.81042 1.37094 0.2899 0.0152 0.0046 0.25
H -0.69921 0.34723 0.25703 0.5817 0.8117 -0.8024 0.41
```
Forces are in eV/Å.

- Calculated total energy: -17790.756 eV
- HOMO energy (spin up / spin down): -8.11 / -7.39 eV
- Net charge: 0
- Energy above the lowest of the compared OMol25 structures with the same formula, charge and spin: 31.12 kcal per mole
- Molar mass: 327.591 g mol⁻¹
- HOMO-LUMO gap (spin up / spin down): 0.254 / 0.191 hartree
- Multiplicity: 2
- Maximum force: 3.89 eV/Å

Which value of net charge does entry 1 give?
+1

Among the records above, which one has the lowest molar mass?
C4H9N2

The highest maximum force belongs to which entry?
C2HIN2O2

Number 5 is which compound?
C4H9N2